Entry 1:
The following is a DFT calculation (the ωB97M-V functional and the def2-TZVPD basis) of 3 unconnected molecules or ions with the total composition C22H47N4O6 in a non-equilibrium geometry.

The spin multiplicity is 1. Its charge is +1. Its highest occupied orbital energy is -10.584 eV. Its orbital gap is 7.97 eV.

Geometry as XYZ:
```
79
Properties=species:S:1:pos:R:3:forces:R:3:lowdin_charge:R:1
C -1.946 0.985 -1.697 0.53 -0.77 -0.70 -0.0693
C -0.733 0.791 -2.694 -0.56 0.35 0.27 -0.2194
C 0.548 1.525 -2.199 -0.12 -0.43 -0.70 -0.1280
C 1.912 0.863 -2.598 0.61 0.64 1.02 -0.2877
C 2.984 1.893 -3.068 -0.10 -0.86 0.64 -0.0282
N 1.791 -0.271 -3.534 0.26 -0.23 -1.56 0.0293
C 1.843 -0.198 -4.936 -0.32 -0.86 -0.01 0.0168
C 1.686 -1.472 -5.395 0.10 0.27 -0.69 -0.0149
N 1.551 -2.326 -4.306 0.20 1.59 -0.09 0.1813
C 1.623 -1.550 -3.218 -0.06 -0.16 2.40 -0.2199
C 1.479 -2.052 -1.785 0.15 -0.21 -0.76 0.0338
C 2.537 -3.098 -1.355 -0.33 -1.40 0.99 -0.4612
O 2.158 -4.046 -0.725 0.06 0.56 -0.46 0.1569
O 3.887 -2.965 -1.637 -1.06 1.23 -0.02 0.0826
H -2.234 -0.018 -1.326 0.06 0.72 0.01 0.0465
H -2.817 1.392 -2.232 0.37 0.16 0.50 0.0775
H -1.625 1.585 -0.830 -0.48 -0.01 -0.42 0.0736
H -0.624 -0.302 -2.818 0.33 0.47 0.07 0.0855
H -0.979 1.187 -3.701 0.04 -0.28 0.52 0.1099
H 0.520 1.608 -1.098 0.12 0.04 -0.50 0.1098
H 0.538 2.542 -2.634 -0.04 -0.37 0.41 0.1232
H 2.339 0.439 -1.668 -0.21 0.03 -0.60 0.1277
H 3.062 2.615 -2.233 -0.15 -0.04 -0.70 0.0876
H 2.733 2.375 -4.025 0.12 -0.02 0.48 0.0844
H 3.972 1.391 -3.109 -0.51 0.30 -0.29 0.0958
H 1.949 0.695 -5.552 0.01 -0.26 0.65 0.1440
H 1.675 -1.792 -6.437 -0.03 -0.10 0.56 0.1390
H 1.416 -3.329 -4.292 0.05 0.19 -0.13 0.1931
H 0.485 -2.532 -1.688 0.60 0.10 0.02 0.1437
H 1.485 -1.244 -1.032 0.12 -0.19 -0.56 0.1353
H 4.270 -2.533 -0.852 0.27 -0.25 -0.26 0.1323
C -6.711 -1.732 2.992 0.19 -0.06 0.12 -0.1099
O -6.059 -2.984 2.871 -0.26 0.19 -0.13 -0.1917
C -6.636 -3.851 1.900 0.22 -0.37 0.04 -0.2086
C -5.761 -3.961 0.662 -0.08 0.26 0.04 -0.2093
N -5.768 -2.727 -0.118 0.26 -0.04 0.07 -0.0486
C -4.719 -2.640 -1.132 -0.19 0.12 0.10 -0.1959
C -3.258 -2.761 -0.689 0.05 0.02 -0.29 -0.2258
O -2.772 -1.658 0.064 0.02 -0.33 0.07 -0.2237
C -3.137 -1.665 1.437 0.12 0.31 -0.02 -0.0788
H -6.355 -1.260 3.908 0.02 -0.07 -0.01 0.0911
H -6.466 -1.069 2.156 -0.16 0.07 -0.03 0.0707
H -7.795 -1.850 3.062 0.00 0.03 -0.06 0.0908
H -7.659 -3.555 1.646 0.08 0.15 -0.03 0.1242
H -6.689 -4.839 2.365 -0.03 0.00 -0.03 0.1234
H -6.124 -4.782 0.036 0.01 0.02 0.00 0.1254
H -4.751 -4.218 1.005 -0.03 -0.18 0.06 0.0997
H -5.665 -1.940 0.508 -0.09 -0.03 0.01 0.0641
H -4.838 -1.668 -1.619 0.06 -0.04 -0.06 0.1187
H -4.916 -3.400 -1.896 0.08 -0.05 0.04 0.1191
H -2.652 -2.778 -1.601 -0.02 0.05 -0.01 0.1089
H -3.045 -3.703 -0.173 -0.10 0.04 0.14 0.1126
H -3.166 -2.674 1.853 -0.11 -0.01 -0.04 0.0925
H -4.095 -1.162 1.579 -0.07 -0.16 0.15 0.0725
H -2.390 -1.089 1.985 0.05 -0.03 -0.09 0.0890
C 2.184 3.864 4.876 -0.18 -0.05 -0.12 -0.1074
O 2.051 4.320 3.540 0.21 0.00 0.25 -0.1945
C 3.151 5.096 3.076 -0.13 0.13 -0.39 -0.2088
C 3.999 4.318 2.082 0.03 -0.13 0.27 -0.2119
N 4.748 3.246 2.730 -0.21 -0.12 -0.22 -0.0462
C 5.326 2.266 1.814 -0.02 0.10 0.25 -0.1911
C 4.392 1.511 0.865 0.30 -0.21 -0.10 -0.2332
O 3.529 0.574 1.494 -0.13 0.10 -0.30 -0.1943
C 2.374 1.134 2.101 0.02 -0.31 0.10 -0.0918
H 1.208 3.505 5.203 0.00 0.04 -0.07 0.0911
H 2.889 3.030 4.946 0.09 0.05 0.15 0.0719
H 2.500 4.669 5.544 0.05 -0.03 0.00 0.0916
H 3.754 5.484 3.902 0.01 -0.17 0.03 0.1253
H 2.722 5.954 2.553 0.03 0.02 0.02 0.1227
H 4.703 5.001 1.596 -0.01 -0.02 0.00 0.1256
H 3.317 3.930 1.315 -0.06 0.16 -0.09 0.0954
H 4.137 2.755 3.369 0.04 0.08 0.06 0.0655
H 5.837 1.524 2.433 0.03 -0.04 -0.10 0.1244
H 6.100 2.764 1.220 -0.06 -0.01 -0.08 0.1209
H 5.027 0.916 0.201 0.02 -0.02 0.05 0.1159
H 3.819 2.180 0.209 -0.11 0.11 0.15 0.0932
H 1.982 1.985 1.538 0.09 0.10 0.07 0.0840
H 2.587 1.422 3.131 -0.14 0.20 -0.02 0.0735
H 1.605 0.361 2.137 0.07 -0.04 -0.05 0.0867
```
Forces are in eV/Å.



Entry 2:
The following is a DFT calculation (the ωB97M-V functional and the def2-TZVPD basis) of 5 unconnected molecules or ions with the total composition C22H48BBr2F3IO12S4 in a non-equilibrium geometry.

The spin multiplicity is 1. Its charge is -1. Its highest occupied orbital energy is -4.792 eV. Its orbital gap is 6.84 eV.

Geometry as XYZ:
```
93
Properties=species:S:1:pos:R:3:forces:R:3:lowdin_charge:R:1
C 4.134 -0.229 0.794 -0.99 0.64 1.79 -0.0730
C 2.962 0.018 1.519 0.96 -0.55 -2.13 -0.1653
C 1.483 -0.153 0.916 1.93 -0.15 0.33 -0.1642
B 0.419 -0.274 2.164 -0.70 0.45 -0.28 -0.6562
C -0.933 0.691 1.961 0.33 -0.15 0.14 -0.1904
C -1.470 0.727 0.462 -0.77 0.37 -0.01 -0.3244
C -1.164 2.118 -0.295 0.27 -1.13 0.78 -0.5978
I -3.077 3.048 -0.902 0.77 -0.01 0.23 0.6128
C -0.048 -1.804 2.555 -0.44 -0.62 0.62 -0.1940
C 0.982 -2.958 2.184 -0.07 -0.44 0.38 -0.1760
C 0.569 -3.875 0.964 0.07 -0.75 1.48 -0.6707
F -0.245 -4.931 1.491 1.04 1.29 -0.86 -0.0703
Br -0.515 -2.994 -0.427 -0.91 -0.14 1.66 0.8208
C 1.815 -4.604 0.227 -0.68 -0.93 -0.25 -0.7176
F 1.481 -5.953 -0.017 0.84 2.42 0.27 -0.0065
F 2.985 -4.632 0.982 -2.27 0.13 -1.74 -0.0263
Br 2.095 -3.660 -1.518 1.84 -1.27 0.69 0.6759
H 5.083 0.274 1.167 -0.99 -1.27 -0.29 0.0484
H 4.226 -0.926 -0.084 -0.43 1.20 0.59 0.0416
H 3.060 0.357 2.595 -0.21 0.23 -1.59 0.0906
H 1.545 -1.057 0.235 -0.14 0.93 0.41 0.0443
H 1.303 0.754 0.244 0.32 -1.06 0.82 0.0869
H 0.966 0.182 3.143 0.35 0.09 0.42 0.0688
H -1.709 0.266 2.688 0.63 0.83 -1.04 0.0857
H -0.612 1.718 2.352 -0.82 -1.05 -0.74 0.0855
H -2.592 0.523 0.497 1.40 0.41 -0.33 0.0692
H -1.037 -0.081 -0.203 -0.28 0.76 0.96 0.0620
H -0.607 2.781 0.438 -0.89 -0.45 -1.22 0.0528
H -0.597 1.980 -1.257 -0.63 0.26 1.17 0.0199
H -1.110 -1.991 2.169 1.46 -0.27 0.29 0.0794
H -0.157 -1.826 3.695 0.09 -0.11 -1.43 0.0943
H 2.056 -2.598 2.046 -1.50 -0.10 -0.10 0.1162
H 1.032 -3.657 3.089 0.00 0.47 -1.42 0.1270
O -6.721 4.777 1.676 -0.17 -0.41 -0.35 -0.2786
S -7.353 3.497 1.508 -0.10 -0.39 0.03 0.5882
O -6.725 2.431 0.777 -0.19 0.74 0.25 -0.2894
O -8.843 3.721 0.922 0.29 -0.15 0.63 -0.2703
C -8.987 4.452 -0.297 0.05 0.29 -0.86 -0.2715
C -8.566 3.631 -1.502 0.28 -0.16 -0.02 -0.0759
C -7.820 2.876 3.096 -0.21 0.05 0.03 -0.1241
H -8.432 5.393 -0.245 0.06 -0.11 0.14 0.1153
H -10.045 4.707 -0.389 0.04 -0.12 0.34 0.1179
H -7.496 3.417 -1.479 -0.07 0.03 0.00 0.0710
H -8.781 4.167 -2.429 -0.08 0.04 0.08 0.0782
H -9.087 2.672 -1.515 -0.03 0.09 -0.01 0.0845
H -8.329 3.663 3.649 0.03 -0.03 -0.07 0.0703
H -6.908 2.581 3.615 0.03 0.06 -0.16 0.0796
H -8.466 2.010 2.960 0.06 0.06 -0.04 0.0724
O -4.294 -2.655 -3.199 0.15 0.48 -0.19 -0.2776
S -3.162 -1.941 -3.723 0.51 0.03 -0.12 0.5911
O -2.772 -0.657 -3.207 -0.46 -0.57 -0.12 -0.2792
O -3.313 -1.830 -5.330 0.31 -0.36 0.42 -0.2690
C -4.500 -1.237 -5.857 -0.65 0.56 -0.20 -0.2733
C -4.503 0.271 -5.687 0.05 0.14 0.28 -0.0767
C -1.748 -3.001 -3.696 -0.06 -0.03 -0.24 -0.1385
H -5.387 -1.688 -5.402 0.15 -0.05 0.11 0.1140
H -4.528 -1.477 -6.922 0.26 -0.21 0.14 0.1174
H -4.547 0.550 -4.632 0.00 -0.02 -0.07 0.0718
H -5.366 0.715 -6.187 0.03 -0.10 -0.07 0.0770
H -3.589 0.706 -6.097 -0.08 -0.05 -0.04 0.0846
H -2.020 -3.968 -4.118 -0.02 0.07 0.03 0.0771
H -1.443 -3.117 -2.655 -0.19 0.03 -0.26 -0.0516
H -0.946 -2.536 -4.268 -0.08 0.03 0.04 0.0789
O 1.897 2.562 -1.711 0.40 0.52 0.09 -0.2762
S 3.242 3.053 -1.818 0.33 -0.26 -0.06 0.5962
O 3.925 3.647 -0.701 -0.54 -0.12 -0.37 -0.2777
O 3.329 4.068 -3.076 0.21 -0.59 0.13 -0.2703
C 2.440 5.186 -3.104 -0.48 0.70 0.19 -0.2699
C 2.857 6.265 -2.121 0.07 -0.04 0.30 -0.0798
C 4.269 1.775 -2.477 0.05 0.03 -0.19 -0.1149
H 1.412 4.861 -2.922 0.11 -0.14 0.05 0.1177
H 2.476 5.592 -4.118 0.16 -0.32 -0.02 0.1180
H 2.766 5.916 -1.091 -0.02 0.01 -0.08 0.0704
H 2.229 7.151 -2.232 0.00 -0.06 -0.11 0.0777
H 3.901 6.545 -2.277 -0.08 0.01 -0.06 0.0815
H 3.779 1.340 -3.347 -0.01 0.07 0.06 0.0734
H 4.394 1.021 -1.698 -0.15 0.13 0.11 0.0503
H 5.235 2.200 -2.743 -0.08 0.03 0.03 0.0723
O 6.510 -3.041 2.204 0.04 -0.03 0.62 -0.2781
S 6.030 -3.757 3.354 -0.34 -0.38 0.00 0.5998
O 5.415 -3.080 4.463 0.44 -0.04 -0.52 -0.2775
O 7.222 -4.697 3.917 -0.47 -0.06 -0.29 -0.2714
C 8.465 -4.083 4.257 0.59 0.48 0.33 -0.2746
C 8.375 -3.305 5.557 -0.21 0.22 0.07 -0.0803
C 4.948 -5.049 2.821 0.22 -0.07 0.24 -0.1164
H 8.812 -3.445 3.438 -0.18 -0.04 -0.03 0.1146
H 9.194 -4.887 4.370 -0.28 -0.15 -0.15 0.1178
H 7.706 -2.448 5.460 0.05 -0.06 -0.01 0.0702
H 9.358 -2.931 5.853 0.02 -0.10 -0.06 0.0767
H 7.978 -3.936 6.356 0.09 -0.01 -0.05 0.0830
H 5.420 -5.592 2.004 -0.01 0.07 0.05 0.0787
H 4.023 -4.587 2.480 0.47 0.09 0.41 0.0470
H 4.744 -5.708 3.663 0.08 0.07 -0.01 0.0789
```
Forces are in eV/Å.